Here is a 2-piece molecular cluster, C4H4ClN overall in a non-equilibrium geometry from OMol25. Energies are from ωB97M-V with the def2-TZVPD basis set.

Output
Orbital gap (alpha / beta) = 10.034 / 5.773 eV
Charge = 0
Highest occupied orbital energy (alpha / beta) = -10.011 / -8.264 eV
Max |F| = 3.31 eV Å⁻¹
Energy relative to the best compared isomer or geometry (same formula, charge and spin) = 721.1 kJ/mol

XYZ file:
```
10
Properties=species:S:1:pos:R:3:nbo_charge:R:1
C -1.11 -0.83 0.78 0.170
H -2.60 -1.46 -0.36 0.225
C 0.07 -0.28 1.43 0.235
H -1.80 -0.03 -0.97 0.239
H 1.46 2.18 -0.42 0.181
C -1.93 -0.72 -0.21 -0.533
H 1.17 0.52 -0.18 0.173
C 1.81 1.20 -0.67 -0.422
Cl 3.30 0.83 -1.27 0.074
N -0.38 -1.41 1.87 -0.341
```